Computed, not measured: a cluster of 2 separate species, C5H13N3O2 in total, with the ωB97M-V functional and the def2-TZVPD basis.

Each line ends with the Mulliken charge.
Atoms and positions in Å:
C 0.080 0.585 1.767  -0.5523
C 1.555 0.949 2.081  -1.1021
C 0.139 -1.539 0.679  0.5468
N 0.155 -0.283 0.688  -0.3703
N 0.009 -2.280 1.870  -0.5038
N 0.090 -2.389 -0.424  -0.5304
H -0.383 -0.023 2.677  0.2835
H -0.530 1.553 1.566  0.2374
H 2.240 0.071 2.165  0.2555
H 1.528 1.434 2.977  0.3740
H -2.976 0.119 -2.150  0.3440
H 0.371 -1.684 2.722  0.2355
H 0.376 -3.304 1.803  0.2593
H -0.266 -1.885 -1.250  0.2508
H 0.937 -2.876 -0.538  0.2355
H 1.879 1.453 1.274  0.4151
C -0.323 1.982 -2.554  -1.3432
C -1.124 0.533 -2.560  0.8021
O -2.378 0.870 -2.220  -0.4466
O -0.761 -0.563 -2.893  -0.6095
H 0.663 2.091 -2.934  0.3816
H -0.385 2.548 -1.702  0.3714
H -0.896 2.639 -3.042  0.4658

- ΔE to the lowest compared entry with this formula, charge and spin (kcal per mole) = 54.68
- total charge = 0
- F_max (Eh/bohr) = 0.0870
- LUMO (eV) = 0.77

=====

Computed, not measured: the molecule C5H7NO, with the ωB97M-V functional and the def2-TZVPD basis.

Each line ends with the Mulliken charge.
Atoms and positions in Å:
C 0.953 -0.806 -1.375  -0.9085
N 0.371 -0.121 -0.242  0.1900
C 1.040 0.320 0.875  -0.4288
C 0.116 0.752 1.790  -0.4817
C -1.176 0.573 1.216  -0.5940
C -0.975 0.045 -0.033  0.2784
O -1.860 -0.349 -0.998  -0.5410
H 1.188 -0.124 -2.199  0.2611
H 0.250 -1.562 -1.732  0.3448
H 1.872 -1.300 -1.054  0.3478
H 2.120 0.288 0.915  0.3749
H 0.338 1.150 2.772  0.3892
H -2.137 0.788 1.662  0.4258
H -2.026 0.401 -1.584  0.3422

- ΔE to the lowest compared entry with this formula, charge and spin (kcal per mole) = 16.49
- total charge = 0
- F_max (Eh/bohr) = 0.0061
- LUMO (eV) = 0.72

=====

Computed, not measured: a structure of composition C27H47BHfN9PS3, with the ωB97M-V functional and the def2-TZVPD basis.

Each line ends with the Mulliken charge.
Atoms and positions in Å:
Hf -0.494 -0.518 -0.299  0.4203
C -2.646 -6.212 2.224  -1.5527
C -2.115 -5.255 1.155  0.9657
C -3.291 -4.617 0.431  -2.1245
C -1.224 -6.014 0.165  -1.4365
N -1.246 -4.230 1.809  0.5597
C -0.212 -4.622 2.610  -0.3936
C 0.472 -3.518 2.996  -1.1848
N -0.133 -2.418 2.435  0.1564
B 0.317 -0.998 2.895  1.0083
N 1.524 -0.426 2.044  0.3242
C 2.363 0.480 2.657  -1.4015
C 3.498 0.574 1.925  -0.3655
N 3.386 -0.268 0.849  0.5656
C 2.188 -0.871 0.937  0.3742
S 1.490 -2.086 -0.120  -0.2180
C 4.513 -0.417 -0.122  1.0491
C 4.170 -1.382 -1.246  -2.2264
C 5.710 -0.942 0.672  -1.5765
C 4.801 0.960 -0.726  -1.3888
N -0.871 0.010 2.947  0.4795
C -1.783 -0.078 3.968  -1.1720
C -2.689 0.922 3.823  -0.2928
N -2.349 1.640 2.715  0.5119
C -1.233 1.085 2.208  0.0133
S -0.275 1.711 0.880  -0.0597
C -3.199 2.696 2.096  0.9055
C -4.407 2.982 2.984  -2.1237
C -2.405 3.992 1.950  -1.3224
C -3.695 2.121 0.760  -0.9730
C -1.186 -2.892 1.712  0.2865
S -2.333 -1.805 0.946  -0.3060
H -3.333 -6.910 1.752  0.4761
H -3.196 -5.685 3.000  0.3997
H -1.865 -6.809 2.685  0.4430
H -3.919 -5.416 0.047  0.5517
H -2.982 -4.016 -0.423  0.4159
H -3.904 -4.024 1.107  0.4944
H -1.835 -6.737 -0.368  0.4701
H -0.436 -6.563 0.672  0.4076
H -0.772 -5.349 -0.571  0.3116
H -0.043 -5.645 2.875  0.5995
H 1.327 -3.444 3.638  0.7219
H 0.720 -1.121 3.998  -0.0589
H 2.101 0.976 3.570  0.7526
H 4.377 1.155 2.112  0.6423
H 4.022 -2.393 -0.877  0.5436
H 5.017 -1.411 -1.925  0.5632
H 3.294 -1.059 -1.812  0.4291
H 5.460 -1.861 1.198  0.3850
H 6.067 -0.216 1.394  0.4134
H 6.530 -1.165 -0.004  0.4695
H 3.984 1.277 -1.374  0.1477
H 5.709 0.894 -1.320  0.4715
H 4.972 1.716 0.032  0.4498
H -1.732 -0.834 4.723  0.7156
H -3.527 1.167 4.440  0.5755
H -4.105 3.363 3.955  0.5202
H -5.050 2.115 3.104  0.5362
H -5.003 3.758 2.510  0.4603
H -2.060 4.327 2.925  0.4231
H -3.060 4.766 1.560  0.5046
H -1.552 3.899 1.285  0.1278
H -4.354 1.273 0.946  0.3875
H -2.875 1.801 0.098  -0.1873
H -4.281 2.876 0.243  0.5530
C 1.781 3.507 -4.764  -0.8003
N 0.904 4.070 -3.641  0.0889
C -0.514 4.192 -4.205  -0.8239
N -0.954 2.936 -4.680  0.2083
C -0.097 2.437 -5.742  -0.8772
N 1.249 2.283 -5.221  0.2136
C 1.401 1.187 -4.316  -1.0235
P 0.357 1.436 -2.746  0.9594
C 0.941 3.217 -2.430  -1.2386
C -1.222 1.969 -3.657  -1.1134
H 2.797 3.372 -4.386  0.3907
H 1.800 4.245 -5.569  0.3568
H 1.242 5.009 -3.397  0.3818
H -0.481 4.917 -5.024  0.3633
H -1.175 4.582 -3.424  0.3657
H -0.096 3.142 -6.576  0.3255
H -0.468 1.481 -6.109  0.3750
H 2.452 1.084 -4.029  0.4633
H 1.091 0.265 -4.816  0.4909
H 1.964 3.201 -2.038  0.5516
H 0.301 3.663 -1.661  0.7057
H -1.921 2.402 -2.934  0.4910
H -1.697 1.093 -4.110  0.5268

- total charge = +4
- F_max (Eh/bohr) = 0.0371
- LUMO (eV) = -12.86

=====

Computed, not measured: a structure of composition C12H23N2O2P2V, with the ωB97M-V functional and the def2-TZVPD basis.

Each line ends with the Mulliken spin population.
Atoms and positions in Å:
V -0.559 -0.700 0.485  3.0208
P -2.468 0.468 -0.420  -0.0373
C -1.411 1.049 -1.826  0.0234
C -0.084 1.576 -1.345  -0.0243
N 0.514 0.862 -0.369  -0.0609
C 1.679 1.273 0.170  0.0373
C 2.307 2.429 -0.292  -0.0035
C 1.724 3.157 -1.322  0.0153
C 0.517 2.719 -1.861  -0.0004
C 2.252 0.467 1.302  0.0104
P 1.542 -1.217 1.420  -0.0827
H -0.006 3.246 -2.657  0.0004
H 3.233 2.746 0.181  0.0001
H 2.190 4.061 -1.701  0.0005
H 3.336 0.365 1.175  0.0022
H 2.057 0.972 2.261  0.0030
H -1.280 0.135 -2.462  0.0077
H -1.964 1.823 -2.375  0.0048
H -0.296 -2.728 -1.675  0.0007
O -0.727 -1.879 -2.037  0.0093
H -0.147 -1.602 -2.766  0.0026
H -0.236 -3.410 0.132  0.0195
O 0.280 -3.786 -0.628  0.0107
H 0.153 -4.748 -0.587  0.0001
C 2.761 -2.235 0.564  -0.0012
H 3.703 -2.289 1.121  -0.0014
H 2.332 -3.233 0.430  0.0054
H 2.957 -1.809 -0.426  0.0001
C 1.632 -1.622 3.182  0.0256
H 1.172 -2.612 3.309  -0.0013
H 2.670 -1.648 3.536  -0.0021
H 1.053 -0.881 3.749  0.0026
C -2.996 2.029 0.323  0.0121
H -3.666 2.569 -0.355  -0.0003
H -3.513 1.775 1.256  -0.0007
H -2.126 2.647 0.570  -0.0009
C -3.938 -0.194 -1.231  -0.0003
H -4.531 -0.678 -0.446  -0.0001
H -4.530 0.601 -1.704  -0.0010
H -3.643 -0.944 -1.976  0.0001
N -1.070 0.944 3.134  0.1566
C -0.873 0.304 2.162  -0.1525

- ΔE to the lowest compared entry with this formula, charge and spin (kcal per mole) = 0.00
- spin multiplicity = 4
- total charge = +1
- F_max (Eh/bohr) = 0.0707
- LUMO (alpha / beta) (eV) = -3.44 / -3.47
- ⟨S²⟩ = 3.768

=====

Computed, not measured: a cluster of 3 separate species, H7NO2 in total, with the ωB97M-V functional and the def2-TZVPD basis.

Each line ends with the Mulliken charge.
Atoms and positions in Å:
N -0.458 1.043 1.461  -0.6334
H -0.472 0.056 1.399  0.2290
H -1.419 1.454 1.317  0.2259
H -0.026 1.502 2.198  0.1931
H 0.827 -1.914 0.282  0.2861
H 0.685 -1.561 -1.164  0.3686
O 0.758 -2.357 -0.567  -0.6457
H 0.293 0.653 -0.881  0.3517
H -0.012 0.780 -2.424  0.3006
O -0.176 0.344 -1.620  -0.6758

- ΔE to the lowest compared entry with this formula, charge and spin (kcal per mole) = 13.99
- total charge = 0
- F_max (Eh/bohr) = 0.0757
- LUMO (eV) = 0.71

=====

Calculated values (g mol⁻¹) of M for the records, taken in order: 147.18, 97.12, 814.21, 340.22, 53.06.